Record 1
Formula: C34H32F5MnN4O2PS
Source: the Open Molecules 2025 dataset
Level of theory: ωB97M-V/def2-TZVPD

```
80
Properties=species:S:1:pos:R:3:forces:R:3:lowdin_spin:R:1
Mn 0.44076 -0.29712 0.02393 0.9 0.4 0.3 0.98
S -0.56171 -1.82114 1.63922 -0.3 0.3 -1.0 0.01
P -1.47333 1.31932 -0.45285 -0.8 -0.4 0.5 -0.01
F -2.77058 -2.97794 3.18588 0.0 0.0 0.1 0.00
F -5.68499 -4.17050 -0.25212 -0.1 0.0 0.0 0.00
F -5.06353 -4.06373 2.37926 0.0 0.0 0.0 0.00
F -3.94569 -3.17235 -2.07618 0.0 0.0 -0.1 0.00
F -1.69626 -2.05390 -1.31269 0.5 0.2 -0.3 0.00
O 2.36997 3.01462 -1.26096 0.0 -0.1 0.1 0.00
O 0.88158 1.68218 -0.24338 0.5 -0.3 0.1 0.01
N 1.17285 -3.13053 -0.54529 0.0 -0.4 0.0 0.00
N 1.30484 -1.94304 -1.14281 -0.4 0.3 0.3 0.00
N 4.70492 -0.46289 0.98806 0.2 0.0 0.0 0.00
N 2.42535 -0.13341 0.66591 -0.1 -0.9 0.6 -0.01
C -3.02483 -2.99415 1.87356 0.0 0.0 0.3 0.00
C -4.08877 0.30094 0.05433 -0.1 0.0 0.0 0.00
C -3.18067 0.77631 -0.89154 0.0 0.0 -0.3 0.00
C 2.02064 -4.04530 -1.03999 0.0 0.0 0.0 0.00
C -1.16395 2.08885 3.61666 0.0 0.0 -0.1 0.00
C -5.29278 -0.28183 -0.34029 0.2 0.0 0.1 0.00
C -4.68616 0.01925 -2.64277 0.1 0.1 0.1 0.00
C 3.11583 -2.05830 1.96236 0.1 0.0 -0.1 0.00
C 4.90838 0.67989 -1.25690 0.0 -0.1 0.0 0.00
C 5.01981 0.77480 0.26430 0.0 -0.2 -0.1 0.00
C 6.17575 -2.39550 0.33547 0.0 0.0 -0.1 0.00
C 3.40885 -0.82905 1.14755 -0.2 0.2 -0.2 0.00
C -1.75440 1.95077 1.27096 -0.1 0.1 -0.1 0.00
C -0.90761 1.63473 2.32711 -0.3 0.3 0.1 0.00
C 2.26231 -2.10562 -2.04518 0.0 0.2 -0.3 0.00
C -2.27705 2.87302 3.86877 0.0 0.0 0.1 0.00
C -2.09999 -2.45730 0.98594 0.2 0.1 0.3 0.00
C -2.47662 -2.53202 -0.34881 0.0 0.0 -0.1 0.00
C -3.12592 3.21452 2.82327 0.0 0.0 -0.1 0.00
C -3.48437 0.59613 -2.24791 -0.2 0.0 0.1 0.00
C 0.02642 3.50705 -1.39576 0.0 -0.1 0.1 0.00
C -4.53680 -3.62264 0.14199 -0.3 -0.1 -0.2 0.00
C 0.20674 4.78081 -1.90628 -0.1 0.1 0.0 0.00
C -2.34910 3.70259 -1.74127 0.1 0.0 0.0 0.00
C -4.21587 -3.56434 1.47422 -0.1 0.0 0.5 0.00
C -0.88676 5.53718 -2.30106 0.0 0.0 0.0 0.00
C 5.80662 -1.34915 1.38587 -0.2 0.1 -0.2 0.00
C -2.85965 2.76257 1.53854 0.0 0.1 0.0 0.00
C -5.59818 -0.41499 -1.68547 0.0 0.1 -0.1 0.00
C -1.26350 2.95456 -1.29216 0.3 -0.2 -0.1 0.00
C 2.75364 -3.42255 -2.02824 0.0 0.1 0.0 0.00
C 1.23222 2.70967 -0.94866 -0.6 0.0 -0.3 0.00
C -2.16103 4.99117 -2.22879 0.0 0.0 0.0 0.00
C -3.65811 -3.10630 -0.77607 0.1 0.0 -0.1 0.00
H 2.04269 -2.18537 2.02284 -0.1 0.0 0.0 0.00
H 2.55121 -1.28048 -2.68088 0.0 -0.1 0.1 0.00
H -2.77256 0.91379 -3.00309 0.0 0.0 0.0 0.00
H -6.53822 -0.86107 -1.98992 0.1 0.0 0.0 0.00
H 3.87113 0.56449 -1.57838 0.1 0.0 0.0 0.00
H 6.87223 -3.12823 0.75597 -0.1 0.1 0.0 0.00
H 3.52733 -3.85183 -2.64695 -0.1 0.1 0.1 0.00
H 2.70121 0.70115 0.16967 0.1 0.2 0.0 0.00
H 6.66654 -0.71709 1.59126 0.1 0.1 0.1 0.00
H 5.28526 -2.92656 -0.01398 0.1 0.0 0.0 0.00
H 5.54704 -1.84057 2.31904 0.0 0.0 0.1 0.00
H -4.90413 -0.10592 -3.69682 0.0 0.0 0.0 0.00
H -2.48188 3.22311 4.87567 0.0 0.0 -0.1 0.00
H 5.28837 1.59742 -1.71124 -0.1 -0.1 0.0 0.00
H 6.03464 1.04856 0.54217 0.1 0.0 0.0 0.00
H 5.48550 -0.16591 -1.64125 0.0 0.1 0.0 0.00
H 6.65510 -1.93494 -0.53203 -0.1 0.0 0.1 0.00
H -3.34853 3.28494 -1.71804 0.0 0.0 0.1 0.00
H -3.99708 3.83276 3.00809 0.1 0.0 0.0 0.00
H 3.55646 -2.95760 1.52277 0.0 0.1 0.0 0.00
H -3.86441 0.38655 1.11068 0.0 0.0 0.0 0.00
H 2.03751 -5.05899 -0.66508 0.0 0.2 0.0 0.00
H 3.50777 -1.94398 2.97620 0.0 0.0 -0.1 0.00
H -0.74698 6.54574 -2.67102 0.0 0.0 0.0 0.00
H -3.01898 5.57008 -2.54704 0.0 0.0 0.0 0.00
H -5.98413 -0.64478 0.41291 0.0 0.1 0.0 0.00
H -0.48967 1.82434 4.42180 0.0 0.0 0.0 0.00
H 1.21610 5.16616 -1.97538 0.0 0.0 0.0 0.00
H 4.36917 1.57216 0.62905 0.0 0.0 0.0 0.00
H 0.54013 -3.18219 0.25781 0.0 0.1 -0.1 0.00
H -3.52924 3.04034 0.73264 0.0 0.0 0.0 0.00
H -0.02885 1.04864 2.17280 0.5 -0.3 -0.1 0.00
```
Positions in Å, forces in eV/Å.

**⟨S²⟩**: 0.76
**Spin multiplicity**: 2
**E_HOMO (spin up / spin down)**: -7.8125 / -7.7331 eV
**Total charge**: 0
**Frontier orbital gap (spin up / spin down)**: 8.1 / 8.2 eV

Record 2
Formula: C34H32N4O2Pb
Source: the Open Molecules 2025 dataset
Level of theory: ωB97M-V/def2-TZVPD

```
73
Properties=species:S:1:pos:R:3:forces:R:3:mulliken_charge:R:1
Pb -0.20991 0.24165 -0.00567 0.0 0.0 0.0 1.12
O 0.71031 2.78696 -0.26882 -0.1 0.0 0.0 -0.52
O 2.36172 3.05399 -1.76913 0.0 0.0 0.0 -0.43
N -2.24851 1.15662 -1.12721 0.0 0.0 0.0 0.32
N -2.34156 -1.15579 0.38222 0.0 0.0 0.0 0.65
N -0.19779 -2.19959 -0.99400 0.0 0.0 0.0 0.77
N -1.13424 0.55038 2.26634 0.0 0.0 0.0 0.28
C 3.53782 0.57643 0.67230 0.1 -0.1 0.0 -1.46
C -3.28832 0.33753 -1.33021 0.0 0.0 0.0 0.43
C 0.82736 -3.97331 -2.21349 0.0 0.0 0.0 -0.69
C 2.14748 -1.40066 1.33404 0.0 0.0 0.0 -0.51
C -0.97298 -3.08476 -0.36291 0.0 0.0 0.0 0.40
C 1.50197 -2.16468 2.29795 0.0 0.0 0.0 -0.30
C 2.84514 -0.24252 1.69024 0.0 0.0 0.0 0.78
C 3.23357 0.60702 -0.59750 -0.2 0.2 0.1 -0.16
C 2.20671 2.01770 -3.90087 0.0 0.0 0.0 -1.26
C 1.64127 3.43620 -0.72424 0.0 0.0 0.1 0.77
C 1.56017 -1.79242 3.63525 0.0 0.0 0.0 -0.69
C 2.91947 0.10568 3.03721 0.0 0.0 0.0 -0.56
C -0.75862 1.17990 4.53216 0.0 0.0 0.0 -1.01
C -3.42773 2.92497 -2.20429 0.0 0.0 0.0 -0.92
C -1.90769 0.50702 4.91223 0.0 0.0 0.0 -0.51
C -4.43697 0.76909 -1.96977 0.0 0.0 0.0 -1.04
C 2.95765 0.69540 -1.87806 0.1 -0.1 0.0 1.00
C -3.13769 -1.08644 -0.85459 0.0 0.0 0.0 -0.89
C -0.89563 -4.44355 -0.62190 0.0 0.0 0.0 -1.10
C 2.28117 -0.66353 4.00032 0.0 0.0 0.0 -0.64
C -3.11900 -0.60938 1.50698 0.0 0.0 0.0 -1.10
C -2.66950 -0.13446 3.94476 0.0 0.0 0.0 -1.09
C 3.55838 -0.24817 -2.83311 0.0 0.0 0.0 -1.07
C -4.50490 2.07959 -2.41919 0.0 0.0 0.0 -0.42
C -1.92627 -2.53664 0.67344 0.0 0.0 0.0 -0.94
C 2.06395 1.80014 -2.42597 0.0 0.0 0.0 1.63
C 3.47961 -0.04614 -4.15016 0.0 0.0 0.0 -0.41
C 0.68272 -2.63488 -1.90099 0.0 0.0 0.0 -0.59
C -0.39988 1.16497 3.19751 0.0 0.0 0.0 -0.26
C 2.09500 4.74212 -0.15912 0.0 0.0 0.0 -1.14
C -2.26094 -0.07751 2.62530 0.0 0.0 0.0 0.51
C 0.02314 -4.89387 -1.55758 0.0 0.0 0.0 -0.60
C 2.82325 1.14471 -4.69056 0.0 0.0 0.0 -0.44
C -2.31818 2.42437 -1.55079 0.0 0.0 0.0 -0.25
H -5.39278 2.43756 -2.92281 0.0 0.0 0.0 0.45
H 1.22724 5.36222 0.05598 0.0 0.0 0.0 0.34
H 1.73384 2.90822 -4.29493 0.0 0.0 0.0 0.46
H 0.50112 1.65779 2.85264 0.0 0.0 0.0 0.67
H -1.45411 3.04350 -1.34394 0.0 0.0 0.0 0.49
H 2.86547 1.31969 -5.75706 0.0 0.0 0.0 0.45
H -4.12496 -1.53868 -0.71032 0.0 0.0 0.0 0.41
H 1.08501 -2.40152 4.39293 0.0 0.0 0.0 0.50
H 3.95808 -0.73287 -4.83508 0.0 0.0 0.0 0.47
H 2.77700 5.25061 -0.83304 0.0 0.0 0.0 0.36
H 1.01048 1.57235 -2.21708 0.0 0.0 0.0 -0.47
H 1.00658 -3.08459 2.00957 0.0 0.0 0.0 0.65
H -3.44568 3.95509 -2.52931 0.0 0.0 0.0 0.47
H 4.12074 -1.07600 -2.42075 0.0 0.0 0.0 0.52
H -3.82752 -1.35216 1.88750 0.0 0.0 0.0 0.35
H 2.60404 4.54672 0.78601 0.0 0.0 0.0 0.29
H 0.10463 -5.94985 -1.77744 0.0 0.0 0.0 0.47
H -5.26623 0.08906 -2.11137 0.0 0.0 0.0 0.52
H -3.57819 -0.65844 4.20912 0.0 0.0 0.0 0.51
H -1.54527 -5.13544 -0.10213 0.0 0.0 0.0 0.52
H -2.62685 -1.66363 -1.62722 0.0 0.0 0.0 0.47
H -3.70899 0.22989 1.13050 0.0 0.0 0.0 0.47
H -2.21361 0.48365 5.94960 0.0 0.0 0.0 0.47
H -2.79915 -3.19452 0.75612 0.0 0.0 0.0 0.54
H 2.36305 -0.38991 5.04431 0.0 0.0 0.0 0.46
H 3.49426 0.97511 3.33377 0.0 0.0 0.0 0.46
H -0.14371 1.69949 5.25281 0.0 0.0 0.0 0.52
H 1.54840 -4.28322 -2.95616 0.0 0.0 0.0 0.51
H -1.43140 -2.53212 1.65028 0.0 0.0 0.0 0.45
H 4.38622 1.16608 1.01224 0.0 0.0 0.0 0.51
H 1.29257 -1.87970 -2.38705 0.0 0.0 0.0 0.40
H 2.17812 -1.73850 0.30416 0.0 0.0 0.0 0.65
```
Positions in Å, forces in eV/Å.

**Relative energy (zero: lowest compared OMol25 entry of this formula, charge and spin)**: 0.0 kcal/mol
**E_HOMO**: -13.1033 eV
**Total charge**: +2
**Frontier orbital gap**: 7.9 eV